1.
This record from the Open Molecules 2025 dataset describes 9 unconnected molecules or ions with the total composition H18O9 in a non-equilibrium geometry. The level of theory is ωB97M-V/def2-TZVPD.

- LUMO energy: -0.35 eV
- SMILES string: O.O.O.O.O.O.O.O.O
- Spin multiplicity: 1

Positions of all 27 atoms, in Å:
1 H 1.227 -0.494 0.565
2 H 0.186 -0.251 1.818
3 H -1.103 3.085 1.797
4 H -0.373 4.269 2.397
5 H 0.444 2.419 2.052
6 H 1.881 2.119 1.697
7 H -0.937 -2.943 -1.272
8 H -1.887 -2.774 -2.529
9 H -2.175 3.294 -2.469
10 H -1.293 2.339 -1.724
11 H 4.724 -3.223 0.488
12 H 6.031 -2.979 -0.370
13 H -0.101 -0.889 -2.544
14 H 0.281 -0.812 -1.060
15 H -3.760 0.155 0.325
16 H -4.382 0.094 -1.025
17 H -0.578 -2.553 1.437
18 H -1.534 -2.673 2.561
19 O 0.733 -0.875 1.372
20 O -0.798 3.989 1.581
21 O 1.267 2.772 1.693
22 O -1.077 -2.442 -2.147
23 O -1.270 3.228 -2.199
24 O 5.045 -3.269 -0.389
25 O 0.589 -0.900 -1.903
26 O -3.539 0.277 -0.657
27 O -0.532 -2.553 2.382

2.
This record from the Open Molecules 2025 dataset describes a molecular structure, C42H65FeN2O2PSSe in a non-equilibrium geometry. The level of theory is ωB97M-V/def2-TZVPD.

- ⟨S²⟩: 6.0114
- LUMO energy (spin up / spin down): 0.33 / 0.33 eV
- Spin multiplicity: 5

Positions of all 115 atoms, in Å:
1 Fe -0.303 -0.104 -0.048
2 C 5.106 1.639 4.875
3 C 4.221 0.489 5.382
4 C 3.307 1.014 6.501
5 C 5.129 -0.588 5.977
6 C 3.359 -0.033 4.235
7 C 2.486 0.822 3.580
8 C 1.680 0.349 2.563
9 Se 0.429 1.568 1.726
10 C -1.057 1.201 2.896
11 C -1.177 1.937 4.058
12 C -2.189 1.651 4.961
13 C -2.987 0.548 4.669
14 C -2.892 -0.216 3.511
15 C -1.936 0.158 2.521
16 O -1.853 -0.391 1.331
17 C -3.844 -1.401 3.310
18 C -4.889 -1.010 2.255
19 C -4.594 -1.790 4.588
20 C -3.066 -2.645 2.845
21 C -2.354 2.500 6.218
22 C -2.481 3.979 5.821
23 C -3.598 2.115 7.023
24 C -1.119 2.302 7.110
25 C 1.696 -0.988 2.103
26 O 0.932 -1.371 1.112
27 C 2.617 -1.857 2.756
28 C 3.393 -1.355 3.794
29 C 2.761 -3.314 2.300
30 C 3.787 -4.087 3.134
31 C 3.220 -3.362 0.833
32 C 1.410 -4.037 2.435
33 H 5.736 2.016 5.684
34 H 5.749 1.294 4.063
35 H 4.500 2.463 4.498
36 H 3.905 1.409 7.326
37 H 2.655 1.808 6.137
38 H 2.675 0.210 6.884
39 H 5.691 -0.167 6.813
40 H 4.548 -1.431 6.356
41 H 5.845 -0.957 5.240
42 H 2.413 1.868 3.852
43 H -0.461 2.730 4.241
44 H -3.725 0.250 5.398
45 H -5.480 -0.160 2.601
46 H -4.391 -0.729 1.334
47 H -5.563 -1.848 2.056
48 H -5.317 -1.027 4.883
49 H -5.148 -2.713 4.404
50 H -3.909 -1.970 5.419
51 H -2.373 -2.397 2.046
52 H -2.490 -3.061 3.674
53 H -3.752 -3.416 2.485
54 H -3.295 4.109 5.106
55 H -2.693 4.591 6.701
56 H -1.565 4.350 5.362
57 H -4.503 2.221 6.422
58 H -3.534 1.088 7.385
59 H -3.687 2.770 7.892
60 H -0.208 2.606 6.592
61 H -1.203 2.887 8.030
62 H -1.016 1.249 7.376
63 H 4.067 -2.035 4.293
64 H 4.784 -3.653 3.041
65 H 3.500 -4.113 4.186
66 H 3.831 -5.116 2.773
67 H 4.125 -2.766 0.691
68 H 3.434 -4.393 0.539
69 H 2.433 -2.985 0.185
70 H 1.093 -4.047 3.480
71 H 0.646 -3.534 1.848
72 H 1.498 -5.070 2.090
73 C 0.642 -1.985 -2.351
74 C 2.046 -1.478 -2.003
75 N 1.948 -0.529 -0.908
76 C 2.805 0.635 -0.950
77 C 2.330 1.687 -1.962
78 S 0.564 2.081 -1.747
79 C -0.217 1.517 -3.287
80 C -0.050 0.026 -3.601
81 N -0.279 -0.851 -2.443
82 H 0.284 -2.623 -1.539
83 H 0.677 -2.580 -3.274
84 H 2.494 -0.983 -2.867
85 H 2.689 -2.333 -1.768
86 H 2.011 -1.002 -0.012
87 H 3.854 0.397 -1.178
88 H 2.775 1.080 0.047
89 H 2.467 1.367 -2.995
90 H 2.887 2.608 -1.797
91 H 0.162 2.130 -4.105
92 H -1.268 1.757 -3.140
93 H 0.959 -0.139 -3.977
94 H -0.734 -0.211 -4.424
95 H -1.232 -1.188 -2.458
96 C -3.889 1.525 -0.124
97 P -2.858 0.546 -1.302
98 C -3.575 -1.139 -1.094
99 C -3.758 1.081 -2.829
100 C -3.761 2.441 -3.148
101 C -4.495 2.924 -4.218
102 C -5.228 2.051 -5.011
103 C -5.187 0.693 -4.742
104 C -4.457 0.213 -3.663
105 H -3.871 2.572 -0.422
106 H -3.483 1.442 0.881
107 H -4.919 1.168 -0.144
108 H -4.664 -1.100 -1.069
109 H -3.195 -1.524 -0.149
110 H -3.252 -1.810 -1.892
111 H -3.195 3.138 -2.539
112 H -4.508 3.987 -4.424
113 H -5.839 2.431 -5.820
114 H -5.741 0.000 -5.364
115 H -4.453 -0.851 -3.468

3.
This record from the Open Molecules 2025 dataset describes a molecular structure, C16H32F6O4PRb in a non-equilibrium geometry. The level of theory is ωB97M-V/def2-TZVPD.

- LUMO energy: -0.10 eV
- Spin multiplicity: 1

Positions of all 60 atoms, in Å:
1 Rb -0.795 19.100 -17.674
2 P -3.861 20.133 -19.512
3 F -2.271 20.078 -19.892
4 F -3.529 19.839 -17.943
5 F -3.746 21.704 -19.159
6 F -5.460 20.052 -19.261
7 F -4.169 20.432 -21.061
8 F -4.028 18.498 -19.784
9 C 1.325 18.342 -22.479
10 C -0.105 17.918 -22.558
11 C -0.438 17.537 -21.135
12 O 0.359 18.448 -20.312
13 C 1.379 19.044 -21.100
14 H 1.617 19.022 -23.280
15 H 1.883 17.406 -22.502
16 H -0.251 17.141 -23.309
17 H -0.769 18.718 -22.885
18 H -0.103 16.525 -20.905
19 H -1.495 17.659 -20.898
20 H 2.361 18.959 -20.634
21 H 1.147 20.100 -21.241
22 C 1.836 15.113 -17.697
23 C 0.823 14.284 -18.436
24 C -0.460 15.180 -18.457
25 O 0.031 16.523 -18.245
26 C 1.458 16.491 -18.218
27 H 2.862 14.787 -17.861
28 H 1.558 14.923 -16.660
29 H 0.593 13.343 -17.935
30 H 1.254 14.008 -19.398
31 H -1.026 14.921 -17.562
32 H -1.102 15.050 -19.328
33 H 1.890 17.266 -17.586
34 H 1.862 16.656 -19.217
35 C 2.272 19.164 -13.494
36 C 1.339 17.964 -13.289
37 C 0.783 17.622 -14.696
38 O 1.201 18.746 -15.491
39 C 2.405 19.291 -15.015
40 H 3.162 19.115 -12.866
41 H 1.651 20.014 -13.211
42 H 0.540 18.266 -12.613
43 H 1.899 17.139 -12.849
44 H -0.284 17.437 -14.825
45 H 1.297 16.702 -14.976
46 H 2.457 20.348 -15.276
47 H 3.304 18.786 -15.370
48 C -4.251 16.524 -14.631
49 C -3.836 15.867 -15.966
50 C -3.305 17.008 -16.796
51 O -2.596 17.770 -15.783
52 C -3.265 17.673 -14.549
53 H -4.129 15.859 -13.776
54 H -5.265 16.923 -14.588
55 H -4.694 15.294 -16.318
56 H -3.070 15.113 -15.791
57 H -4.075 17.600 -17.291
58 H -2.673 16.660 -17.613
59 H -3.814 18.562 -14.237
60 H -2.504 17.461 -13.799

4.
This record from the Open Molecules 2025 dataset describes a molecular structure, C22H33BiN8O2P. The level of theory is ωB97M-V/def2-TZVPD.

- Charge: +3
- LUMO energy: -8.60 eV
- Spin multiplicity: 1

Positions of all 67 atoms, in Å:
1 Bi -0.023 0.523 -0.464
2 O 2.104 0.122 0.069
3 N 2.389 0.084 1.340
4 N 1.411 0.162 2.116
5 O 0.151 0.260 1.667
6 C 1.591 0.112 3.538
7 C 2.876 -0.054 4.061
8 C 3.027 -0.131 5.431
9 C 1.918 -0.045 6.266
10 C 0.650 0.136 5.731
11 C 0.476 0.219 4.361
12 H 3.728 -0.109 3.401
13 H 4.013 -0.264 5.854
14 H 2.043 -0.108 7.338
15 H -0.209 0.208 6.383
16 H -0.501 0.378 3.931
17 N 2.482 2.877 -0.865
18 C 1.397 3.467 -0.335
19 C 1.427 4.857 -0.082
20 C 0.328 5.495 0.412
21 C -0.842 4.758 0.673
22 C -0.828 3.424 0.428
23 N 0.262 2.763 -0.075
24 H 3.282 3.456 -1.064
25 H 2.641 1.885 -0.861
26 H 2.350 5.388 -0.267
27 H 0.357 6.559 0.609
28 H -1.726 5.233 1.071
29 H -1.695 2.816 0.633
30 C -0.978 -5.960 0.015
31 N -2.137 -5.154 -0.600
32 C -1.942 -5.139 -2.128
33 N -0.661 -4.634 -2.456
34 C 0.396 -5.438 -1.845
35 N 0.265 -5.415 -0.391
36 C 0.573 -4.123 0.193
37 P -0.613 -2.778 -0.384
38 C -2.180 -3.769 -0.047
39 C -0.498 -3.212 -2.216
40 H -1.080 -6.987 -0.337
41 H -1.092 -5.934 1.098
42 H -3.016 -5.630 -0.385
43 H -2.734 -4.524 -2.554
44 H -2.051 -6.167 -2.474
45 H 1.370 -5.051 -2.136
46 H 0.314 -6.466 -2.201
47 H 1.587 -3.834 -0.090
48 H 0.540 -4.193 1.282
49 H -3.039 -3.248 -0.471
50 H -2.324 -3.827 1.033
51 H 0.487 -2.909 -2.578
52 H -1.248 -2.654 -2.781
53 C -5.381 -0.770 0.272
54 C -4.841 0.655 0.507
55 C -5.308 1.216 1.859
56 C -5.264 1.596 -0.648
57 C -3.394 0.584 0.450
58 N -2.246 0.525 0.377
59 H -6.469 -0.727 0.246
60 H -5.081 -1.441 1.078
61 H -5.034 -1.162 -0.686
62 H -6.397 1.218 1.874
63 H -4.966 2.241 1.996
64 H -4.951 0.613 2.693
65 H -6.349 1.558 -0.743
66 H -4.828 1.294 -1.601
67 H -4.979 2.626 -0.436

5.
This record from the Open Molecules 2025 dataset describes a gas-phase ion, C9H15N2 (charge +1) in a non-equilibrium geometry. The level of theory is ωB97M-V/def2-TZVPD.

- Charge: +1
- LUMO energy: -2.58 eV
- SMILES string: C[N+](C)(C)c1ccccc1N
- Spin multiplicity: 1

Positions of all 26 atoms, in Å:
1 C 0.636 -3.316 -0.659
2 C 1.756 -2.515 -0.312
3 C -0.606 -2.707 -0.563
4 C 1.565 -1.183 0.049
5 C -0.828 -1.367 -0.423
6 C 0.377 -0.584 -0.085
7 C 1.412 1.605 0.660
8 C -0.838 1.068 1.264
9 C -0.390 1.558 -0.968
10 N -2.196 -0.916 -0.379
11 N 0.187 0.895 0.231
12 H 0.517 -4.384 -0.750
13 H 2.761 -2.828 -0.461
14 H -1.495 -3.221 -0.900
15 H 2.481 -0.680 0.327
16 H 1.281 2.655 0.914
17 H 1.967 1.030 1.505
18 H 2.185 1.470 -0.141
19 H -1.157 2.100 1.421
20 H -1.811 0.425 1.042
21 H -0.442 0.884 2.308
22 H -0.644 2.514 -0.713
23 H 0.324 1.848 -1.647
24 H -1.278 0.953 -1.419
25 H -2.649 -1.804 -0.634
26 H -2.628 -0.157 -0.926

6.
This record from the Open Molecules 2025 dataset describes a molecular structure, C11H16AlBCl2F2NO10 in a non-equilibrium geometry. The level of theory is ωB97M-V/def2-TZVPD.

- Charge: +1
- LUMO energy: -10.94 eV
- Spin multiplicity: 1

Positions of all 44 atoms, in Å:
1 F -2.013 -1.970 3.725
2 C -2.085 -2.700 2.407
3 C -0.914 -3.871 2.365
4 O -1.307 -4.833 3.448
5 C -2.452 -5.549 2.875
6 C -3.751 -4.639 2.492
7 Cl -5.135 -4.720 3.779
8 N -3.480 -3.202 2.132
9 H -1.809 -1.911 1.568
10 H 0.171 -3.444 2.516
11 H -1.038 -4.400 1.303
12 H -2.108 -6.239 1.964
13 H -2.815 -6.320 3.711
14 H -4.236 -5.138 1.521
15 H -3.691 -3.032 1.109
16 H -4.168 -2.612 2.679
17 C 1.326 1.271 0.505
18 C 0.116 0.491 0.016
19 C -1.093 1.396 -0.159
20 O -0.195 -0.536 0.954
21 H 1.128 1.730 1.481
22 H 2.185 0.605 0.639
23 H 1.600 2.059 -0.203
24 H 0.353 0.004 -0.937
25 H -1.377 1.859 0.793
26 H -1.960 0.819 -0.500
27 H -0.892 2.188 -0.887
28 H -0.406 -0.113 1.803
29 F 1.565 -3.090 1.235
30 Al 3.365 -3.235 1.421
31 B 3.065 4.664 -3.539
32 O 3.948 5.741 -3.079
33 C 5.196 5.394 -3.422
34 O 6.183 6.073 -3.188
35 C 5.183 4.122 -4.095
36 O 6.157 3.531 -4.532
37 O 3.926 3.663 -4.178
38 O 2.324 4.079 -2.417
39 C 1.021 4.237 -2.687
40 O 0.120 3.861 -1.955
41 C 0.862 4.907 -3.951
42 O -0.198 5.200 -4.480
43 O 2.064 5.173 -4.481
44 Cl -4.735 -1.510 0.250

7.
This record from the Open Molecules 2025 dataset describes 5 unconnected molecules or ions with the total composition C33H44N4O5S in a non-equilibrium geometry. The level of theory is ωB97M-V/def2-TZVPD.

- LUMO energy: 0.14 eV
- SMILES string: CC(C)C[C@H](C)CO[C@H]1CCS(=O)(=O)O[C@@H]1CC=O.c1ccncc1.c1ccncc1.c1ccncc1.c1ccncc1
- Spin multiplicity: 1

Positions of all 87 atoms, in Å:
1 C 0.112 -3.984 -1.876
2 C 1.405 -3.239 -2.569
3 C 2.605 -3.219 -1.408
4 C 1.130 -1.636 -2.929
5 C -0.312 -1.376 -3.684
6 C -0.164 -0.227 -4.880
7 C -1.507 -0.879 -2.643
8 O -2.867 -1.202 -3.099
9 C -3.460 -2.323 -2.355
10 C -4.786 -1.685 -1.558
11 C -5.462 -2.831 -0.598
12 S -5.143 -4.595 -1.142
13 O -4.608 -5.401 0.101
14 O -6.444 -5.333 -1.604
15 O -4.003 -4.770 -2.399
16 C -4.036 -3.551 -3.270
17 C -3.310 -3.754 -4.722
18 C -2.571 -5.206 -4.936
19 O -3.330 -6.303 -4.995
20 H 0.500 -5.001 -1.419
21 H -0.729 -4.287 -2.660
22 H -0.407 -3.331 -1.047
23 H 1.769 -3.858 -3.504
24 H 3.497 -2.618 -1.907
25 H 2.905 -4.298 -1.060
26 H 2.205 -2.534 -0.531
27 H 2.067 -1.297 -3.584
28 H 1.238 -1.060 -1.905
29 H -0.581 -2.400 -4.227
30 H -0.715 0.779 -4.621
31 H -0.667 -0.708 -5.847
32 H 0.959 0.058 -5.104
33 H -1.246 -1.236 -1.559
34 H -1.438 0.312 -2.617
35 H -2.783 -2.782 -1.519
36 H -4.523 -0.680 -1.017
37 H -5.547 -1.401 -2.428
38 H -6.639 -2.656 -0.650
39 H -5.105 -2.590 0.510
40 H -5.196 -3.332 -3.436
41 H -4.177 -3.706 -5.541
42 H -2.541 -2.927 -5.024
43 H -1.389 -5.283 -5.067
44 N 1.929 1.059 0.191
45 C 3.076 1.481 -0.386
46 C 4.328 1.331 0.188
47 C 4.412 0.714 1.432
48 C 3.249 0.270 2.053
49 C 2.043 0.462 1.398
50 H 2.957 1.959 -1.354
51 H 5.216 1.687 -0.322
52 H 5.376 0.580 1.914
53 H 3.281 -0.214 3.022
54 H 1.107 0.130 1.839
55 N 3.507 4.687 1.829
56 C 3.798 5.603 2.778
57 C 2.935 5.950 3.805
58 C 1.694 5.324 3.861
59 C 1.364 4.378 2.897
60 C 2.296 4.094 1.911
61 H 4.776 6.066 2.689
62 H 3.222 6.692 4.542
63 H 0.990 5.571 4.651
64 H 0.405 3.872 2.913
65 H 2.087 3.360 1.138
66 N -4.187 1.500 0.984
67 C -4.409 2.115 -0.198
68 C -4.880 3.413 -0.316
69 C -5.143 4.125 0.848
70 C -4.927 3.519 2.082
71 C -4.451 2.218 2.098
72 H -4.192 1.516 -1.078
73 H -5.037 3.857 -1.293
74 H -5.515 5.145 0.796
75 H -5.123 4.048 3.008
76 H -4.262 1.703 3.035
77 N 4.163 1.762 5.969
78 C 4.723 2.556 5.031
79 C 6.089 2.647 4.814
80 C 6.934 1.880 5.609
81 C 6.387 1.054 6.585
82 C 5.009 1.028 6.724
83 H 4.023 3.137 4.438
84 H 6.484 3.300 4.044
85 H 8.010 1.926 5.469
86 H 7.018 0.445 7.221
87 H 4.533 0.396 7.469

8.
This record from the Open Molecules 2025 dataset describes 11 unconnected molecules or ions with the total composition C10H42O16 in a non-equilibrium geometry. The level of theory is ωB97M-V/def2-TZVPD.

- Charge: +1
- ⟨S²⟩: 0.7559
- LUMO energy (spin up / spin down): -2.56 / -9.15 eV
- Spin multiplicity: 2

Positions of all 68 atoms, in Å:
1 O 9.786 -14.546 31.837
2 H 9.600 -15.423 31.503
3 H 9.521 -14.577 32.756
4 O 10.054 -12.664 29.948
5 H 9.260 -12.194 29.694
6 H 9.797 -13.170 30.719
7 O 12.059 -15.206 29.709
8 H 11.527 -15.846 30.183
9 H 11.736 -15.245 28.809
10 O 14.608 -13.944 29.810
11 H 14.164 -13.170 30.158
12 H 13.901 -14.563 29.626
13 O 12.388 -10.974 30.289
14 H 12.352 -10.681 29.378
15 H 11.487 -11.223 30.496
16 O 12.802 -13.382 32.142
17 H 12.253 -13.721 31.435
18 H 12.902 -12.451 31.942
19 C 14.465 -12.947 35.585
20 C 15.578 -11.902 35.422
21 O 15.321 -11.024 34.296
22 O 13.571 -12.617 36.617
23 H 14.923 -13.880 35.913
24 H 14.035 -13.194 34.613
25 H 16.510 -12.426 35.214
26 H 15.695 -11.417 36.391
27 H 15.229 -11.520 33.479
28 H 13.133 -11.783 36.430
29 C 11.484 -15.406 34.994
30 C 10.770 -16.717 35.223
31 O 11.336 -17.415 36.369
32 O 10.987 -14.356 35.851
33 H 11.626 -15.109 33.954
34 H 12.556 -15.505 35.166
35 H 11.016 -17.169 34.262
36 H 9.689 -16.579 35.240
37 H 10.694 -17.230 37.058
38 H 11.671 -13.683 35.830
39 C 13.336 -8.191 31.783
40 C 12.316 -8.802 32.813
41 O 12.930 -9.366 34.013
42 O 14.252 -9.217 31.431
43 H 13.954 -7.369 32.144
44 H 12.849 -7.676 30.955
45 H 11.801 -9.647 32.357
46 H 11.589 -8.049 33.117
47 H 13.858 -9.507 33.811
48 H 13.671 -9.839 30.988
49 C 17.498 -14.665 31.870
50 C 17.351 -13.187 32.207
51 O 16.044 -12.779 31.956
52 O 17.061 -15.019 30.552
53 H 17.072 -15.442 32.506
54 H 18.571 -14.854 31.889
55 H 17.937 -12.694 31.431
56 H 17.671 -12.850 33.193
57 H 15.612 -13.397 31.362
58 H 16.106 -15.113 30.536
59 C 14.113 -16.755 31.898
60 C 15.064 -17.939 32.194
61 O 14.752 -19.023 31.412
62 O 14.256 -15.655 32.786
63 H 13.063 -17.046 31.912
64 H 14.343 -16.483 30.867
65 H 14.980 -18.227 33.242
66 H 16.099 -17.619 32.066
67 H 14.763 -19.767 32.019
68 H 13.729 -14.879 32.583

Ordered E_tot results: -687.8261 -6304.1235 -1894.6448 -2001.6013 -461.1266 -2622.9069 -2276.9019 -1609.5820; unit Eh.